No. 1
{
  "formula": "C27H55ClF5N4O7S7",
  "method": "ωB97M-V/def2-TZVPD",
  "elements": ["C", "C", "C", "Cl", "N", "N", "C", "N", "C", "N", "C", "F", "F", "C", "C", "C", "C", "C", "C", "F", "F", "F", "C", "H", "H", "H", "H", "H", "H", "H", "H", "H", "H", "H", "H", "H", "C", "S", "O", "C", "H", "H", "H", "H", "H", "H", "C", "S", "O", "C", "H", "H", "H", "H", "H", "H", "C", "S", "O", "C", "H", "H", "H", "H", "H", "H", "C", "S", "O", "C", "H", "H", "H", "H", "H", "H", "C", "S", "O", "C", "H", "H", "H", "H", "H", "H", "C", "S", "O", "C", "H", "H", "H", "H", "H", "H", "C", "S", "O", "C", "H", "H", "H", "H", "H", "H"],
  "xyz": [[-5.113, 3.549, 1.498], [-5.290, 2.004, 1.286], [-4.032, 1.119, 1.807], [-2.602, 2.265, 1.997], [-4.404, 0.521, 3.077], [-4.971, 1.303, 4.024], [-5.230, 0.627, 5.178], [-4.825, -0.680, 5.000], [-4.313, -0.697, 3.714], [-3.780, -1.815, 3.204], [-3.216, -2.057, 1.907], [-4.135, -1.951, 0.863], [-2.859, -3.419, 1.880], [-1.872, -1.318, 1.611], [-1.200, -0.663, 2.745], [0.072, 0.034, 2.538], [0.642, 0.032, 1.204], [-0.007, -0.632, 0.070], [0.669, -0.646, -1.326], [1.718, 0.223, -1.368], [-0.239, -0.303, -2.302], [1.117, -1.923, -1.588], [-1.273, -1.302, 0.290], [-4.827, 3.859, 2.532], [-6.127, 4.010, 1.308], [-4.452, 3.990, 0.705], [-6.213, 1.584, 1.773], [-5.409, 1.782, 0.176], [-3.765, 0.451, 0.968], [-5.195, 2.296, 3.985], [-5.672, 1.112, 6.072], [-3.825, -2.624, 3.834], [-1.600, -0.675, 3.782], [0.568, 0.546, 3.388], [1.627, 0.536, 1.010], [-1.811, -1.844, -0.525], [4.079, 4.195, 0.044], [3.403, 2.596, -0.430], [3.644, 1.652, 0.707], [4.635, 2.245, -1.697], [3.480, 4.593, 0.863], [5.112, 4.079, 0.374], [4.030, 4.878, -0.804], [5.635, 2.254, -1.259], [4.565, 2.992, -2.489], [4.431, 1.259, -2.114], [-0.153, -4.495, -3.051], [0.200, -6.201, -3.514], [-0.946, -6.686, -4.330], [0.009, -6.886, -1.856], [-0.126, -3.882, -3.951], [-1.143, -4.430, -2.596], [0.606, -4.143, -2.352], [-0.990, -6.670, -1.477], [0.764, -6.457, -1.196], [0.150, -7.965, -1.913], [6.894, -0.783, -0.270], [8.236, -0.242, 0.803], [8.308, 1.245, 0.710], [9.565, -0.912, -0.210], [5.952, -0.435, 0.154], [7.021, -0.358, -1.268], [6.885, -1.872, -0.324], [9.524, -0.479, -1.211], [9.471, -1.998, -0.264], [10.516, -0.655, 0.256], [12.853, -4.585, 0.513], [11.424, -4.264, -0.536], [10.235, -4.137, 0.356], [11.366, -5.904, -1.281], [13.050, -3.694, 1.107], [12.646, -5.425, 1.177], [13.720, -4.803, -0.111], [11.252, -6.661, -0.504], [12.282, -6.079, -1.847], [10.511, -5.944, -1.955], [-7.233, 0.106, -2.456], [-7.429, 1.708, -1.653], [-7.605, 1.455, -0.192], [-9.056, 2.062, -2.340], [-6.285, -0.327, -2.137], [-8.050, -0.559, -2.169], [-7.223, 0.241, -3.538], [-9.760, 1.276, -2.060], [-8.985, 2.134, -3.426], [-9.399, 3.016, -1.938], [6.642, 9.258, 0.590], [7.017, 7.556, 0.133], [5.890, 7.061, -0.711], [6.798, 6.867, 1.784], [6.683, 9.872, -0.309], [5.643, 9.316, 1.024], [7.385, 9.614, 1.305], [5.788, 7.075, 2.143], [7.535, 7.301, 2.461], [6.948, 5.789, 1.729], [-12.654, -2.612, -0.898], [-11.872, -1.806, -2.306], [-10.597, -1.200, -1.820], [-13.078, -0.475, -2.454], [-12.041, -3.463, -0.605], [-12.728, -1.914, -0.063], [-13.646, -2.963, -1.185], [-13.125, 0.089, -1.522], [-14.056, -0.895, -2.692], [-12.763, 0.185, -3.262]],
  "mol_weight_g_mol": 902.67,
  "total_energy_ha": -5553.84885,
  "total_charge": 1,
  "largest_force_ev_per_a": 3.648
}

No. 2
{
  "formula": "C27H55ClN5O7S2",
  "method": "ωB97M-V/def2-TZVPD",
  "elements": ["C", "C", "C", "Cl", "N", "C", "C", "C", "N", "O", "C", "C", "C", "N", "C", "C", "C", "N", "C", "C", "C", "O", "C", "C", "N", "C", "O", "C", "H", "H", "H", "H", "H", "H", "H", "H", "H", "H", "H", "H", "H", "H", "H", "H", "H", "H", "H", "H", "H", "H", "H", "H", "H", "H", "H", "H", "H", "H", "H", "H", "H", "H", "H", "H", "H", "H", "H", "C", "C", "C", "S", "O", "O", "C", "H", "H", "H", "H", "H", "H", "H", "H", "C", "C", "C", "S", "O", "O", "C", "H", "H", "H", "H", "H", "H", "H", "H"],
  "xyz": [[1.085, 1.927, 1.527], [0.750, 2.497, 0.151], [0.362, 1.702, -1.132], [0.480, 2.944, -2.413], [0.978, 0.348, -1.560], [2.372, 0.125, -1.000], [3.328, 1.327, -1.009], [3.993, 1.550, 0.326], [4.449, 0.347, 0.937], [4.143, 2.657, 0.791], [1.103, 0.160, -3.091], [2.284, 0.844, -3.810], [3.448, -0.100, -4.135], [2.958, -1.229, -4.948], [-0.207, 0.379, -3.856], [-1.466, 0.185, -3.023], [-1.255, -0.942, -2.014], [-2.498, -1.327, -1.324], [-3.303, -2.303, -2.086], [-3.346, -0.264, -0.831], [-3.463, -0.071, 0.649], [-4.032, 0.373, -1.599], [0.028, -0.836, -1.086], [0.747, -2.204, -1.225], [-0.110, -3.262, -0.688], [-0.342, -0.729, 0.392], [0.738, -1.129, 1.204], [0.316, -1.578, 2.489], [1.572, 2.724, 2.090], [0.189, 1.658, 2.088], [1.731, 1.064, 1.545], [1.548, 3.186, -0.123], [-0.116, 3.151, 0.289], [-0.706, 1.521, -1.106], [2.266, -0.267, 0.002], [2.809, -0.688, -1.570], [2.911, 2.262, -1.370], [4.150, 1.103, -1.696], [3.829, 0.085, 1.697], [5.374, 0.491, 1.325], [1.336, -0.894, -3.215], [2.656, 1.752, -3.350], [1.899, 1.163, -4.781], [3.977, -0.447, -3.244], [4.172, 0.488, -4.703], [3.075, -2.101, -4.446], [3.543, -1.340, -5.767], [-0.202, -0.334, -4.686], [-0.219, 1.365, -4.312], [-1.777, 1.123, -2.568], [-2.283, -0.134, -3.671], [-1.039, -1.804, -2.647], [-3.546, -3.171, -1.469], [-4.244, -1.870, -2.425], [-2.766, -2.651, -2.967], [-2.809, 0.714, 1.029], [-4.496, 0.181, 0.877], [-3.225, -0.998, 1.169], [1.689, -2.236, -0.690], [0.967, -2.403, -2.280], [0.046, -4.131, -1.177], [-1.096, -3.043, -0.723], [-0.698, 0.261, 0.687], [-1.183, -1.401, 0.555], [-0.479, -0.941, 2.886], [1.175, -1.515, 3.157], [-0.022, -2.613, 2.423], [-9.552, -0.681, 0.208], [-8.686, -0.026, -0.878], [-7.236, -0.029, -0.374], [-7.107, -1.446, 0.731], [-6.838, -0.967, 2.064], [-6.247, -2.445, 0.140], [-8.818, -1.953, 0.622], [-10.554, -0.904, -0.153], [-9.646, -0.012, 1.065], [-8.756, -0.605, -1.800], [-9.016, 0.987, -1.101], [-6.505, -0.143, -1.170], [-7.006, 0.857, 0.214], [-9.124, -2.356, 1.584], [-8.879, -2.723, -0.146], [5.877, 2.723, 5.199], [7.216, 1.974, 5.146], [6.919, 0.488, 5.387], [5.247, 0.214, 4.784], [4.395, -0.141, 5.888], [5.281, -0.612, 3.596], [4.914, 1.917, 4.332], [5.968, 3.746, 4.839], [5.510, 2.759, 6.226], [7.672, 2.108, 4.163], [7.918, 2.352, 5.886], [7.589, -0.177, 4.849], [6.919, 0.237, 6.445], [3.863, 2.127, 4.520], [5.135, 2.037, 3.272]],
  "mol_weight_g_mol": 661.35,
  "total_energy_ha": -3118.49990,
  "total_charge": 1,
  "largest_force_ev_per_a": 0.938
}

No. 3
{
  "formula": "C27H55IN7O3",
  "method": "ωB97M-V/def2-TZVPD",
  "elements": ["C", "C", "C", "N", "C", "I", "N", "C", "N", "N", "C", "C", "C", "C", "N", "O", "H", "H", "H", "H", "H", "H", "H", "H", "H", "H", "H", "H", "H", "H", "H", "H", "H", "H", "H", "C", "C", "C", "C", "C", "C", "N", "O", "C", "C", "C", "H", "H", "H", "H", "H", "H", "H", "H", "H", "H", "H", "H", "H", "H", "H", "H", "H", "H", "C", "C", "C", "C", "C", "C", "N", "O", "C", "C", "C", "H", "H", "H", "H", "H", "H", "H", "H", "H", "H", "H", "H", "H", "H", "H", "H", "H", "H"],
  "xyz": [[-1.691, -4.768, -3.504], [-0.537, -3.796, -4.225], [-0.072, -2.553, -3.207], [1.313, -2.749, -2.633], [2.416, -2.299, -3.559], [3.387, -4.097, -4.459], [2.110, -1.501, -4.805], [3.502, -0.921, -5.130], [3.651, -0.112, -6.236], [4.564, -1.398, -4.123], [3.703, -1.571, -2.869], [3.599, -0.120, -2.147], [2.164, 0.642, -2.200], [2.376, 2.080, -3.012], [3.362, 3.126, -2.470], [1.704, 2.340, -4.139], [-1.223, -5.556, -2.771], [-2.521, -4.151, -2.958], [-2.217, -5.392, -4.365], [0.349, -4.519, -4.488], [-1.061, -3.350, -5.174], [-0.826, -2.639, -2.285], [-0.272, -1.490, -3.670], [1.426, -3.806, -2.577], [1.482, -0.660, -4.704], [3.314, -0.469, -7.163], [4.057, 0.860, -6.224], [5.404, -0.789, -4.016], [4.127, -2.378, -2.099], [4.391, 0.600, -2.677], [3.987, -0.214, -1.027], [1.904, 0.966, -1.080], [1.251, 0.021, -2.573], [4.272, 3.086, -3.018], [3.012, 4.100, -2.646], [-0.407, -1.157, 3.044], [-0.726, -1.929, 1.727], [-2.243, -1.833, 1.395], [-3.122, -2.693, 2.298], [-2.636, -4.140, 2.313], [-1.134, -4.260, 2.676], [-0.260, -3.351, 1.857], [-0.175, -3.891, 0.560], [-0.956, -3.961, 4.190], [-0.704, -5.754, 2.552], [0.052, -1.128, 0.630], [0.121, -0.212, 2.855], [-1.308, -0.901, 3.607], [0.267, -1.714, 3.698], [-2.419, -2.141, 0.357], [-2.581, -0.790, 1.465], [-3.142, -2.286, 3.314], [-4.158, -2.662, 1.940], [-3.244, -4.713, 3.023], [-2.824, -4.583, 1.326], [0.105, -3.958, 4.468], [-1.446, -4.729, 4.797], [-1.397, -3.013, 4.499], [-0.880, -6.169, 1.553], [-1.268, -6.392, 3.239], [0.360, -5.880, 2.788], [1.132, -1.159, 0.810], [-0.254, -0.071, 0.632], [-0.140, -1.497, -0.386], [0.313, 6.030, 1.401], [-0.207, 4.623, 0.977], [-1.578, 4.747, 0.252], [-2.738, 5.067, 1.189], [-2.797, 4.071, 2.344], [-1.450, 3.958, 3.102], [-0.279, 3.732, 2.185], [-0.341, 2.402, 1.730], [-1.236, 5.247, 3.944], [-1.571, 2.839, 4.181], [0.846, 4.141, -0.076], [1.148, 6.372, 0.773], [-0.460, 6.800, 1.333], [0.721, 6.034, 2.414], [-1.810, 3.810, -0.270], [-1.527, 5.523, -0.524], [-2.653, 6.090, 1.570], [-3.682, 5.031, 0.631], [-3.594, 4.370, 3.033], [-3.090, 3.090, 1.946], [-0.254, 5.239, 4.432], [-1.989, 5.322, 4.735], [-1.324, 6.164, 3.362], [-1.844, 1.865, 3.760], [-2.350, 3.072, 4.913], [-0.630, 2.718, 4.733], [1.838, 4.034, 0.377], [0.934, 4.868, -0.897], [0.576, 3.186, -0.546]],
  "mol_weight_g_mol": 652.69,
  "total_energy_ha": -1967.87487,
  "multiplicity": 3,
  "s_squared": 2.010,
  "total_charge": 1,
  "largest_force_ev_per_a": 7.661
}